The following is a DFT calculation (wB97M-V/def2-TZVPD) of one molecule with the formula C7H15ClN3O2P.

## Properties
- SMILES: O=[P@]1(NCCCl)OCCCN1N1CC1
- Net charge: 0
- Spin multiplicity: 1
- F_max: 5.36 eV Å⁻¹
- Kohn-Sham gap: 9.51 eV

```
29
C7H15ClN3O2P | the Open Molecules 2025 dataset | wB97M-V/def2-TZVPD
C -1.40540 -1.50277 -2.11714
C -1.37299 -1.78852 -0.62433
C -2.47973 0.60778 2.07751
C -1.32993 -0.13971 2.52989
C -0.25724 -0.56251 -2.52242
C 2.59468 0.65799 -0.14643
C 2.96427 1.78541 0.83726
N -1.98814 -0.54902 1.28768
N -1.38834 -0.42890 0.06655
N 1.38931 -0.16780 0.05701
O -0.05693 2.05585 0.20260
O -0.28239 0.66583 -1.85019
P -0.03705 0.68227 -0.28736
Cl 4.30768 2.69848 0.28181
H -1.37437 -2.40269 -2.72200
H -2.30154 -1.09354 -2.39312
H -2.21566 -2.27489 -0.40557
H -0.44491 -2.33129 -0.28937
H -3.37126 0.28003 2.46160
H -2.23411 1.50135 1.63008
H -0.36707 0.41364 2.38049
H -1.53003 -0.92628 3.28155
H 0.69016 -1.08073 -2.23196
H -0.25226 -0.32056 -3.59998
H 3.50954 0.08077 -0.35316
H 2.37162 1.30535 -1.09528
H 3.35263 1.41354 1.76730
H 2.15122 2.37809 1.05781
H 1.35825 -0.95718 0.71915
```

Taken from the natural (NBO) analysis, the atomic charges in e are:
1 C -0.4347
2 C -0.1854
3 C -0.2707
4 C -0.2966
5 C -0.0681
6 C -0.2396
7 C -0.4101
8 N -0.2646
9 N -0.6138
10 N -1.0139
11 O -1.0875
12 O -0.8017
13 P 2.4011
14 Cl -0.0337
15 H 0.2154
16 H 0.2127
17 H 0.2140
18 H 0.1689
19 H 0.2087
20 H 0.2239
21 H 0.2056
22 H 0.2114
23 H 0.1778
24 H 0.2008
25 H 0.2144
26 H 0.2098
27 H 0.1991
28 H 0.2372
29 H 0.4198